Entry 1:
{"formula": "C10H16", "method": "ωB97M-V/def2-TZVPD", "species": ["C", "C", "C", "C", "C", "C", "C", "H", "H", "H", "H", "H", "H", "H", "H", "C", "C", "C", "H", "H", "H", "H", "H", "H", "H", "H"], "positions_angstrom": [[0.524, 2.321, 1.658], [-0.306, 1.074, 1.814], [-1.030, 0.594, 0.731], [-1.873, -0.499, 0.888], [-1.979, -1.128, 2.110], [-1.160, -0.721, 3.172], [-0.364, 0.393, 3.035], [1.161, 2.260, 0.766], [1.225, 2.415, 2.493], [-0.048, 3.233, 1.543], [-0.979, 1.101, -0.224], [-2.406, -0.901, 0.043], [-2.789, -1.781, 2.396], [-1.138, -1.308, 4.077], [0.187, 0.894, 3.817], [1.792, 0.270, -2.059], [0.557, -0.589, -2.276], [0.618, -1.722, -3.320], [2.595, -0.088, -2.698], [1.690, 1.343, -2.136], [2.185, 0.055, -1.062], [-0.324, 0.002, -2.541], [0.117, -1.060, -1.393], [1.589, -1.921, -3.777], [-0.095, -1.563, -4.143], [0.252, -2.672, -2.912]], "forces_ev_per_angstrom": [[0.9197, -0.3675, -0.1427], [-0.2359, 0.1732, -0.2316], [-0.0801, -0.2184, 0.1809], [0.0693, -0.0679, -0.1971], [0.1950, 0.4194, 1.2440], [-0.1533, -0.1333, -0.2286], [0.2995, 0.9330, -0.7869], [-0.1924, -0.1023, 0.0660], [-0.2340, 0.1976, 0.0189], [-0.3110, 0.1383, 0.1958], [0.0922, -0.0190, -0.0740], [-0.3637, 0.1701, -0.1750], [0.1560, -0.6742, -0.6252], [-0.2783, 0.1664, 0.2720], [0.1251, -0.6052, 0.4779], [0.6059, -1.1420, 0.8549], [-1.7660, -0.3625, -0.4431], [-0.5738, -0.4578, -0.5053], [0.0530, 0.2907, -0.3997], [-0.2831, 0.1684, -0.2542], [-0.0269, 0.2432, 0.1422], [0.2922, 0.4857, -0.3402], [0.8836, 0.1610, 0.5333], [0.0867, 0.1970, 0.1960], [0.3629, 0.2922, 0.0205], [0.3573, 0.1141, 0.2012]], "energy_ha": -390.60481, "molar_mass_da": 136.2, "homo_energy_ev": -8.97, "smiles": "Cc1ccccc1.CCC", "relative_energy_ev": 0.845}



Entry 2:
{"formula": "C2H2N6", "method": "ωB97M-V/def2-TZVPD", "species": ["H", "N", "C", "N", "C", "N", "N", "N", "N", "H"], "positions_angstrom": [[-2.222, 0.447, 1.030], [-1.874, -0.443, 0.787], [-0.975, -0.240, -0.154], [-0.427, 0.959, -0.553], [0.875, 1.044, -0.351], [1.555, 0.130, 0.617], [1.304, -1.075, 0.676], [0.728, -1.537, -0.547], [-0.377, -1.241, -0.925], [1.413, 1.956, -0.580]], "forces_ev_per_angstrom": [[-0.3743, 1.4671, 0.8573], [2.7143, -0.9310, -3.7116], [-3.3630, -0.1162, 3.4724], [3.0645, 1.4275, -0.0522], [-2.5124, -1.1262, 1.4252], [-0.2423, 1.9425, -0.5141], [-0.5613, 0.4575, -1.2568], [2.0006, -2.6986, 0.1784], [-0.8111, -0.2021, -0.2628], [0.0851, -0.2205, -0.1358]], "energy_ha": -405.77156, "molar_mass_da": 110.1, "homo_energy_ev": -9.84, "smiles": "[H]/N=c1\\ncnnnn1", "relative_energy_ev": 2.299}



Number 1: lowest unoccupied orbital energy 1.00 eV. Number 2: lowest unoccupied orbital energy -1.38 eV.